Computed, not measured: a cluster of 2 separate species, C3H6N2S in total at a distorted geometry, with ωB97M-V/def2-TZVPD.

Bonds (Å) are listed after each position.
Element x y z (Å)
1 H 2.83979 1.26214 -0.86960  C6 1.122
2 S -1.28645 1.44441 -0.17040  C11 1.824, N12 1.782
3 H -1.28702 -2.18963 -0.28164  C8 1.111
4 H 1.89870 0.84110 0.80084  C6 1.066
5 H -2.95723 -0.03148 0.65415  C11 1.096
6 C 2.43200 0.57479 -0.08248  H1 1.122, H4 1.066, H10 1.093
7 N -0.11999 -0.62967 -0.89977  C8 1.279, N12 1.229
8 C -1.12088 -1.09191 -0.25118  H3 1.111, N7 1.279, C11 1.497
9 H -1.39979 -0.20920 1.56939  C11 1.084
10 H 2.81567 -0.44883 -0.08798  C6 1.093
11 C -1.86518 -0.10685 0.59601  S2 1.824, H5 1.096, C8 1.497, H9 1.084
12 N 0.05037 0.58515 -0.97735  S2 1.782, N7 1.229

Properties
* frontier orbital gap (alpha / beta): 9.0 / 7.0 eV
* energy relative to the best compared isomer or geometry (same formula, charge and spin): 520.66 kJ/mol
* charge: 0
* E_tot: -17018.645 eV


Computed, not measured: the molecule C5H9NO, with ωB97M-V/def2-TZVPD.

Bonds (Å) are listed after each position.
Element x y z (Å)
1 H 1.29878 -0.03951 1.44574  C5 1.089
2 C 1.19870 -0.03605 -1.90530  H7 1.093, N12 1.452, H13 1.103, H14 1.094
3 O -2.46194 -0.90209 0.75664  C9 1.214
4 H -0.49841 1.69402 1.11015  C6 1.091
5 C 1.12732 -0.55017 0.49984  H1 1.089, H10 1.090, N12 1.439, C16 1.494
6 C -1.37485 1.11878 1.41304  H4 1.091, C9 1.512, H11 1.095, H15 1.092
7 H 2.14290 0.49988 -2.03505  C2 1.093
8 H -0.45386 -1.61028 -0.61475  C16 1.090
9 C -1.46173 -0.21647 0.71006  O3 1.214, C6 1.512, C16 1.500
10 H 1.82539 -1.35785 0.28047  C5 1.090
11 H -1.34527 0.95015 2.49453  C6 1.095
12 N 0.66683 0.27040 -0.58920  C2 1.452, C5 1.439, C16 1.454
13 H 1.38090 -1.11293 -2.05818  C2 1.103
14 H 0.49425 0.31086 -2.66640  C2 1.094
15 H -2.28166 1.68821 1.19623  C6 1.092
16 C -0.25737 -0.70697 -0.03782  C5 1.494, H8 1.090, C9 1.500, N12 1.454

Properties
* frontier orbital gap: 10.3 eV
* SMILES: CC(=O)[C@@H]1CN1C
* energy relative to the best compared isomer or geometry (same formula, charge and spin): 188.68 kJ/mol
* charge: 0
* E_tot: -8867.257 eV


Q: Among the records above, which one has the lowest energy relative to the best compared isomer or geometry (same formula, charge and spin)?
A: C5H9NO